# 1
Computed, not measured: a structure of composition C42H41ClNiO2P2, with wB97M-V/def2-TZVPD.

Each line ends with the Löwdin spin population.
Atoms and positions in Å:
Ni  -0.152  0.187  -1.507  0.713
C  -0.029  0.757  -6.230  0.012
C  -0.784  1.770  -5.784  0.007
C  -2.196  2.044  -6.244  0.001
C  -3.129  0.815  -6.387  0.000
C  -2.828  -0.363  -5.487  0.001
C  -2.017  -1.369  -5.850  0.000
C  -1.176  -1.387  -7.086  0.001
C  -0.423  -0.067  -7.410  0.002
C  -0.877  -1.339  0.340  0.013
H  0.958  0.534  -5.832  0.000
H  -0.371  2.571  -5.158  0.003
H  -2.174  2.557  -7.223  0.000
H  -2.679  2.756  -5.553  0.000
H  -4.167  1.149  -6.184  0.000
H  -3.088  0.452  -7.427  0.000
H  -3.455  -0.392  -4.590  0.000
H  -2.061  -2.356  -5.391  0.000
H  -1.803  -1.659  -7.957  0.000
H  -0.444  -2.203  -6.992  0.000
H  0.469  -0.345  -7.995  0.000
H  -1.080  0.536  -8.048  0.000
H  0.164  -1.022  0.139  -0.001
H  -0.792  -2.292  0.886  0.000
H  -1.288  -0.592  1.030  0.000
P  0.268  1.941  -2.493  0.200
P  -1.882  -1.483  -1.182  0.099
C  -1.279  0.911  -2.927  0.360
C  -2.081  -0.117  -2.395  0.277
C  -0.039  3.612  -1.937  0.042
C  -0.861  4.455  -2.710  0.014
C  -1.099  5.761  -2.282  0.000
C  -0.580  6.224  -1.068  0.006
C  0.163  5.350  -0.266  0.001
C  0.413  4.044  -0.671  0.014
C  1.813  1.640  -3.373  0.006
C  2.243  0.298  -3.554  0.027
C  3.534  0.047  -4.014  -0.003
C  4.415  1.092  -4.303  0.030
C  3.983  2.411  -4.131  -0.005
C  2.703  2.692  -3.661  0.026
C  -3.596  -1.598  -0.559  0.011
C  -4.105  -0.483  0.126  0.006
C  -5.374  -0.556  0.718  0.003
C  -6.119  -1.738  0.642  -0.001
C  -5.627  -2.820  -0.095  0.002
C  -4.362  -2.761  -0.688  0.000
C  -1.292  -3.048  -1.898  0.026
C  -0.322  -3.882  -1.314  0.002
C  0.185  -4.975  -2.026  0.002
C  -0.236  -5.234  -3.335  -0.001
C  -1.180  -4.385  -3.927  0.001
C  -1.731  -3.320  -3.202  0.006
H  -1.703  1.390  -3.818  0.032
H  -3.122  -0.061  -2.733  0.014
H  -1.290  4.072  -3.641  0.001
H  -1.693  6.419  -2.912  0.000
H  -0.775  7.249  -0.747  0.000
H  0.553  5.696  0.688  0.000
H  0.955  3.340  -0.034  0.002
H  1.564  -0.528  -3.286  0.001
H  3.865  -0.984  -4.141  -0.001
H  5.430  0.878  -4.642  0.002
H  4.662  3.228  -4.356  -0.001
H  2.378  3.722  -3.500  0.001
H  -3.506  0.435  0.171  0.003
H  -5.772  0.318  1.238  0.000
H  -7.059  -1.816  1.193  0.000
H  -6.229  -3.720  -0.196  0.000
H  -3.978  -3.600  -1.268  0.000
H  0.015  -3.692  -0.294  0.000
H  0.898  -5.641  -1.546  0.000
H  0.157  -6.092  -3.885  0.000
H  -1.520  -4.577  -4.949  0.000
H  -2.512  -2.675  -3.626  0.004
Cl  4.622  1.311  6.287  0.000
C  3.544  1.305  4.957  0.000
C  2.226  1.785  5.081  0.000
C  1.350  1.733  3.984  0.000
C  1.792  1.267  2.734  0.002
C  3.090  0.766  2.640  0.000
C  3.974  0.807  3.719  0.000
C  0.901  1.143  1.514  0.001
O  -0.313  1.396  1.683  -0.001
O  1.529  0.788  0.449  0.032
H  1.904  2.183  6.040  0.000
H  0.310  2.025  4.089  0.000
H  3.409  0.319  1.707  0.000
H  4.987  0.443  3.603  0.000

Computed properties:
- HOMO-LUMO gap (alpha / beta) (eV) = 5.78 / 7.46
- energy relative to the best compared isomer or geometry (same formula, charge and spin) (kcal per mole) = 0.0
- DFT total energy (Eh) = -4426.4717
- charge = 0
- expectation value of S² = 2.0342
- HOMO energy (alpha / beta) (eV) = -5.86 / -7.78
- LUMO energy (alpha / beta) (eV) = -0.085 / -0.327
- 2S+1 = 3

***

# 2
Computed, not measured: a structure of composition C42H41ClO2P2Re, with wB97M-V/def2-TZVPD.

Each line ends with the Löwdin spin population.
Atoms and positions in Å:
Re  -0.729  0.551  -0.978  1.086
C  -1.964  1.021  -2.453  0.014
C  -1.526  -0.386  -2.469  0.063
C  -0.780  -0.846  -3.691  0.013
C  0.654  -0.416  -3.824  0.003
C  1.110  0.321  -2.615  0.015
C  0.389  1.500  -2.187  0.023
C  -0.149  2.440  -3.204  0.015
C  -1.512  1.944  -3.608  0.009
C  1.582  0.295  0.932  0.006
H  -3.016  1.180  -2.318  0.002
H  -2.235  -1.157  -2.137  0.023
H  -1.358  -0.537  -4.535  -0.001
H  -0.818  -1.916  -3.729  0.000
H  1.284  -1.285  -4.038  0.001
H  0.792  0.262  -4.685  0.000
H  2.201  0.433  -2.728  -0.004
H  0.662  2.015  -1.205  0.019
H  0.553  2.545  -4.033  0.000
H  -0.224  3.439  -2.755  0.001
H  -2.179  2.797  -3.756  0.001
H  -1.464  1.390  -4.541  -0.001
H  0.893  1.175  1.047  0.001
H  2.525  0.782  1.237  0.000
H  1.308  -0.457  1.681  0.003
P  -0.552  -1.789  -0.223  0.337
P  2.373  -0.259  -0.632  0.004
C  0.690  -2.563  -1.197  0.004
C  1.823  -1.816  -1.404  0.167
C  -1.974  -2.877  -0.105  0.045
C  -2.464  -3.738  -1.115  0.015
C  -3.463  -4.675  -0.812  0.002
C  -4.138  -4.634  0.410  0.008
C  -3.760  -3.683  1.360  -0.002
C  -2.695  -2.829  1.114  0.013
C  -2.517  1.388  0.027  -0.009
C  -2.501  2.756  0.145  0.001
C  -3.728  3.408  -0.022  0.002
C  -4.879  2.683  -0.300  0.005
C  -4.847  1.278  -0.351  0.003
C  -3.668  0.624  -0.027  0.009
C  3.855  -1.098  0.120  0.002
C  3.569  -2.283  0.822  0.005
C  4.595  -3.018  1.409  0.001
C  5.912  -2.570  1.290  0.001
C  6.210  -1.392  0.608  0.002
C  5.179  -0.651  0.023  0.000
C  3.133  1.510  -0.961  -0.001
C  2.593  2.688  -0.391  0.001
C  3.170  3.944  -0.591  0.001
C  4.241  4.078  -1.472  0.000
C  4.699  2.955  -2.164  0.001
C  4.195  1.683  -1.860  0.000
H  0.518  -3.592  -1.549  -0.002
H  2.616  -2.195  -2.070  0.006
H  -2.056  -3.665  -2.124  0.000
H  -3.719  -5.460  -1.533  0.000
H  -4.956  -5.328  0.629  0.000
H  -4.287  -3.631  2.306  0.000
H  -2.362  -2.112  1.862  0.001
H  -1.552  3.250  0.230  0.000
H  -3.779  4.482  0.048  0.000
H  -5.807  3.215  -0.507  0.000
H  -5.743  0.737  -0.647  0.000
H  -3.599  -0.457  -0.012  0.001
H  2.533  -2.636  0.851  0.001
H  4.351  -3.933  1.948  0.000
H  6.714  -3.137  1.743  0.000
H  7.234  -1.023  0.511  0.000
H  5.413  0.270  -0.511  0.000
H  1.731  2.677  0.271  0.001
H  2.751  4.809  -0.072  0.000
H  4.705  5.051  -1.612  0.000
H  5.465  3.047  -2.936  0.000
H  4.689  0.821  -2.312  0.000
Cl  -2.609  1.042  8.514  0.185
C  -2.121  0.633  6.916  0.227
C  -1.579  -0.636  6.654  0.069
C  -1.173  -0.937  5.350  0.053
C  -1.303  -0.017  4.303  0.248
C  -1.854  1.248  4.582  0.043
C  -2.272  1.574  5.880  0.084
C  -0.818  -0.423  2.912  0.022
O  -0.103  -1.478  2.816  0.089
O  -1.165  0.341  1.932  0.069
H  -1.519  -1.358  7.467  0.000
H  -0.722  -1.906  5.174  -0.001
H  -1.923  1.983  3.786  -0.001
H  -2.748  2.532  6.091  0.000

Computed properties:
- HOMO-LUMO gap (alpha / beta) (eV) = 6.27 / 3.17
- energy relative to the best compared isomer or geometry (same formula, charge and spin) (kcal per mole) = 117.8
- DFT total energy (Eh) = -2995.7529
- charge = +2
- expectation value of S² = 3.8209
- HOMO energy (alpha / beta) (eV) = -12.64 / -12.64
- LUMO energy (alpha / beta) (eV) = -6.369 / -9.469
- 2S+1 = 4

***

# 3
Computed, not measured: a cluster of 3 separate species, C42H41FN3O8 in total, with wB97M-V/def2-TZVPD.

Each line ends with the Löwdin spin population.
Atoms and positions in Å:
C  2.831  -6.505  -3.384  0.005
C  3.188  -5.123  -3.933  0.027
C  3.290  -5.225  -5.462  0.018
C  4.525  -4.702  -3.298  0.000
C  4.810  -3.205  -3.037  0.000
C  5.697  -3.099  -1.768  0.000
C  5.037  -3.623  -0.479  0.001
O  5.646  -4.834  -0.016  0.000
C  5.085  -2.623  0.678  0.000
N  3.886  -1.774  0.676  0.000
C  5.617  -2.614  -4.210  0.000
O  5.288  -1.670  -4.862  0.000
N  6.819  -3.301  -4.507  0.000
C  7.800  -2.603  -5.231  0.000
O  7.795  -2.300  -6.361  0.000
F  8.859  -2.331  -4.413  0.000
C  3.557  -2.340  -2.812  0.000
C  2.237  -2.738  -3.487  0.027
C  1.100  -2.217  -2.604  0.005
C  2.096  -2.110  -4.877  0.019
N  2.077  -4.214  -3.553  0.391
O  0.941  -4.586  -3.991  0.501
H  1.822  -6.770  -3.691  -0.001
H  3.522  -7.251  -3.783  0.000
H  2.880  -6.518  -2.295  0.000
H  4.207  -5.754  -5.729  0.001
H  3.305  -4.254  -5.953  0.000
H  2.444  -5.789  -5.852  0.002
H  5.304  -5.100  -3.950  0.000
H  4.625  -5.235  -2.351  0.000
H  6.001  -2.055  -1.642  0.000
H  6.628  -3.667  -1.889  0.000
H  3.978  -3.825  -0.665  0.001
H  6.177  -5.228  -0.712  0.000
H  6.007  -2.034  0.626  0.000
H  5.124  -3.209  1.595  0.000
H  3.602  -1.575  1.628  0.000
H  4.097  -0.865  0.280  0.000
H  7.218  -3.777  -3.709  0.000
H  3.375  -2.260  -1.740  0.000
H  3.776  -1.329  -3.158  0.000
H  1.274  -1.166  -2.367  0.000
H  0.144  -2.337  -3.109  0.000
H  1.063  -2.785  -1.674  0.000
H  1.987  -1.031  -4.748  0.002
H  2.969  -2.259  -5.506  0.000
H  1.203  -2.487  -5.373  0.003
C  -1.879  -0.477  1.343  0.000
C  -2.915  0.415  1.598  0.000
C  -2.663  1.605  2.260  0.000
C  -1.371  1.906  2.676  0.000
C  -0.333  1.002  2.432  0.000
C  -0.591  -0.186  1.759  0.000
C  1.057  1.282  2.888  0.000
O  1.958  0.500  2.665  0.000
C  1.302  2.552  3.628  0.000
C  2.581  2.823  4.099  0.000
C  2.833  4.001  4.781  0.000
C  1.808  4.917  4.993  0.000
C  0.531  4.651  4.528  0.000
C  0.272  3.468  3.848  0.000
C  -1.116  3.199  3.370  0.000
O  -2.001  4.010  3.541  0.000
H  -2.079  -1.403  0.819  0.000
H  -3.923  0.186  1.280  0.000
H  -3.468  2.301  2.454  0.000
H  0.225  -0.870  1.569  0.000
H  3.367  2.101  3.923  0.000
H  3.829  4.208  5.150  0.000
H  2.008  5.839  5.523  0.000
H  -0.277  5.352  4.685  0.000
C  -9.741  1.857  0.665  0.000
C  -10.776  2.755  0.903  0.000
C  -10.528  3.939  1.576  0.000
C  -9.244  4.228  2.021  0.000
C  -8.207  3.323  1.791  0.000
C  -8.460  2.139  1.108  0.000
C  -6.823  3.595  2.276  0.000
O  -5.921  2.812  2.059  0.000
C  -6.589  4.856  3.034  0.000
C  -5.320  5.116  3.538  0.000
C  -5.081  6.288  4.235  0.000
C  -6.106  7.207  4.430  0.000
C  -7.373  6.952  3.934  0.000
C  -7.621  5.775  3.239  0.000
C  -8.999  5.517  2.732  0.000
O  -9.891  6.321  2.894  0.000
H  -9.936  0.934  0.134  0.000
H  -11.777  2.530  0.560  0.000
H  -11.319  4.651  1.765  0.000
H  -7.645  1.451  0.933  0.000
H  -4.522  4.403  3.381  0.000
H  -4.091  6.484  4.625  0.000
H  -5.915  8.124  4.972  0.000
H  -8.182  7.655  4.079  0.000

Computed properties:
- HOMO-LUMO gap (alpha / beta) (eV) = 7.08 / 8.41
- energy relative to the best compared isomer or geometry (same formula, charge and spin) (kcal per mole) = 0.0
- DFT total energy (Eh) = -2491.1345
- charge = 0
- expectation value of S² = 0.7539
- HOMO energy (alpha / beta) (eV) = -8.18 / -9.51
- LUMO energy (alpha / beta) (eV) = -1.104 / -1.104
- 2S+1 = 2

***

Calculated values (Eh/bohr) of largest force on an atom for the records, taken in order: 0.0642; 0.1555; 0.0143.